# 1
Formula: C22H44Cl4O13
Source: the OMol25 dataset
Level of theory: ωB97M-V/def2-TZVPD

CARTESIAN COORDINATES (ANGSTROEM)
C 1.94572 1.55737 6.16749
C 2.17995 2.97669 5.71786
O 2.29486 2.98538 4.31953
C 3.42194 2.86711 3.68081
O 4.53692 2.66295 4.16363
O 3.23723 2.93656 2.38778
C 4.36533 3.38811 1.59860
H 2.60099 0.88023 5.61959
H 0.95181 1.17635 5.93284
H 2.12179 1.43800 7.23653
H 3.02220 3.47310 6.19984
H 1.34936 3.66497 5.87436
H 4.12336 3.88672 0.66001
H 5.01427 2.54768 1.35230
H 4.91616 4.13892 2.16514
C -1.85937 -1.91087 -5.67972
C -0.48070 -1.49706 -5.25289
O -0.48772 -0.06944 -5.02486
C -0.87237 0.47861 -3.92796
O -1.14993 -0.09030 -2.86839
O -0.78635 1.86633 -4.07285
C -1.18212 2.70583 -2.92001
H -2.62700 -1.60830 -4.96748
H -2.00158 -2.95577 -5.95552
H -2.03073 -1.48687 -6.66915
H 0.17202 -1.83486 -6.05784
H -0.24227 -2.01053 -4.32145
H -2.22520 2.54837 -2.64560
H -1.16895 3.76668 -3.17005
H -0.61373 2.44314 -2.02781
C 2.51681 0.46703 -2.06965
C 2.95440 1.57820 -3.04740
O 2.50824 2.74420 -2.43379
C 2.70027 3.92226 -3.02274
O 3.27838 4.12938 -4.09107
O 2.09107 4.90893 -2.29135
C 1.49265 4.64757 -1.00378
H 2.65896 -0.57509 -2.35579
H 1.46598 0.54085 -1.78965
H 2.98630 0.61552 -1.09722
H 2.31675 1.41517 -3.91626
H 4.00096 1.48920 -3.33876
H 2.16494 4.06602 -0.37296
H 0.46499 4.28956 -0.94177
H 1.43862 5.63818 -0.55226
C 0.28204 -2.45229 -0.63301
C -0.20665 -3.85710 -0.66523
O 0.17693 -4.49389 0.52812
C 0.06068 -5.83396 0.60356
C 0.45780 -6.35712 1.92852
O -0.28697 -6.57792 -0.29247
H 1.28783 -2.56383 -0.22799
H -0.39166 -1.81127 -0.06439
H 0.36372 -2.07146 -1.65105
H -1.28112 -3.94510 -0.82607
H 0.32966 -4.38874 -1.45124
H -0.20759 -5.96207 2.69616
H 1.52074 -6.25155 2.14559
H 0.23549 -7.42207 1.86090
C -7.97002 -1.29174 0.98806
C -7.08170 -0.69402 -0.16339
O -5.80291 -0.64539 0.33105
C -4.81834 0.01427 -0.28794
C -3.48554 -0.42967 0.15048
O -4.97801 0.94693 -1.09322
H -7.64103 -2.30433 1.22160
H -9.01307 -1.43724 0.70703
H -8.00962 -0.61048 1.83801
H -7.14848 -1.33890 -1.03961
H -7.37422 0.29208 -0.52414
H -3.00507 0.37561 0.70616
H -2.83272 -0.63404 -0.69814
H -3.52583 -1.26425 0.85044
Cl 3.57981 -1.23773 2.83415
C 2.77797 -2.43332 3.84406
Cl 1.31130 -1.74224 4.56706
H 2.48822 -3.31625 3.27434
H 3.42349 -2.60534 4.70535
Cl -0.72923 -0.22247 2.21755
C 0.77728 0.67376 1.78420
Cl 0.52840 2.04253 0.69223
H 1.21001 1.08569 2.69588
H 1.41349 -0.03708 1.25690

Values from the calculation:
LUMO: 0.358 eV
net charge: 0
HOMO level: -10.2 eV
gap between HOMO and LUMO: 10.52 eV
SMILES: CCOC(=O)OC.CCOC(=O)OC.CCOC(=O)OC.CCOC(C)=O.CCOC(C)=O.ClCCl.ClCCl
strongest force on any atom: 3.97 eV/Å
energy: -3683.5308 Ha
energy relative to the best compared isomer or geometry (same formula, charge and spin): 0.0000 eV

=====

# 2
Formula: C22H44F5N2O12PS6
Source: the OMol25 dataset
Level of theory: ωB97M-V/def2-TZVPD

CARTESIAN COORDINATES (ANGSTROEM)
N -1.30045 -1.42831 0.80413
P -2.31469 -0.18494 1.06041
N -2.20148 0.52018 2.69392
C -0.78727 0.88521 3.08579
F -0.88190 1.80304 4.28213
F 0.06232 -0.28215 3.47235
C 0.05495 1.72029 1.95112
F 1.06674 2.54144 2.71629
F -0.74787 2.70027 1.17814
S -2.93974 -0.62013 3.79343
O -4.45970 -0.24461 3.97283
O -2.33875 -0.62984 5.22474
F -2.94105 -2.26042 3.20408
H -0.69515 -1.18163 -0.01406
H -3.67256 -0.65026 0.87857
H -2.07656 0.83749 0.03439
H 0.69868 0.98707 1.28823
C -8.12254 -3.80426 1.56424
C -7.81250 -2.65675 2.52430
C -6.29537 -2.59843 2.69458
S -5.59765 -3.24835 1.18380
O -4.90792 -4.48411 1.48926
O -4.96839 -2.17066 0.44688
C -7.15025 -3.64606 0.40477
H -9.16174 -3.77923 1.22356
H -7.95366 -4.76355 2.06792
H -8.17193 -1.71407 2.09405
H -8.31320 -2.78929 3.48847
H -5.94649 -1.57355 2.84434
H -5.96088 -3.23054 3.52176
H -7.04617 -4.55167 -0.19525
H -7.43093 -2.80193 -0.23217
C 4.14335 -0.33489 -0.02290
C 4.33696 -1.72458 -0.62778
C 3.00977 -2.13782 -1.26170
S 2.18749 -0.62306 -1.73182
O 0.98859 -0.48253 -0.93244
O 2.17277 -0.51719 -3.17717
C 3.42801 0.48258 -1.08816
H 5.09642 0.12092 0.26085
H 3.52051 -0.40676 0.87674
H 5.11628 -1.68159 -1.39833
H 4.65880 -2.45193 0.12407
H 3.16336 -2.75804 -2.14842
H 2.37064 -2.66242 -0.54618
H 2.95651 1.38412 -0.69331
H 4.10520 0.73948 -1.90820
C 3.52659 5.73241 3.26129
C 4.88262 6.40797 3.06282
C 5.65777 5.58700 2.03365
S 4.43364 4.80735 0.99186
O 4.50454 3.37500 1.19059
O 4.47446 5.41055 -0.32531
C 3.00873 5.42838 1.86339
H 2.83276 6.36984 3.81709
H 3.65667 4.80065 3.82462
H 4.73092 7.42604 2.68406
H 5.43686 6.48704 4.00328
H 6.30665 6.21846 1.42150
H 6.24716 4.79965 2.51152
H 2.21073 4.68401 1.85332
H 2.67922 6.34127 1.35831
C 3.17644 -7.77341 -3.81801
C 3.56497 -7.85357 -2.34247
C 3.84931 -6.43043 -1.86510
S 2.85605 -5.35286 -2.88683
O 3.74066 -4.53805 -3.69286
O 1.79212 -4.78249 -2.08484
C 2.17245 -6.63473 -3.91887
H 2.75310 -8.71555 -4.17828
H 4.06319 -7.54699 -4.42203
H 2.73127 -8.27563 -1.76823
H 4.43227 -8.50282 -2.18706
H 3.57151 -6.29472 -0.81681
H 4.89934 -6.16193 -2.01011
H 2.04292 -6.26513 -4.93750
H 1.20532 -6.92390 -3.49685
C -2.70051 5.88182 -3.38112
C -1.27868 5.33913 -3.51707
C -0.89852 4.70852 -2.17846
S -2.42700 4.16482 -1.43024
O -2.65572 4.94388 -0.23154
O -2.47085 2.71620 -1.43384
C -3.50252 4.77457 -2.71362
H -3.12484 6.15656 -4.35122
H -2.69567 6.77662 -2.74728
H -1.25324 4.57629 -4.30469
H -0.57076 6.12498 -3.79850
H -0.23429 3.85092 -2.31200
H -0.43461 5.43855 -1.50950
H -4.44057 5.12518 -2.27989
H -3.69302 3.95199 -3.40941

Values from the calculation:
LUMO: -1.121 eV
net charge: 0
HOMO level: -8.6 eV
gap between HOMO and LUMO: 7.43 eV
strongest force on any atom: 9.39 eV/Å
energy: -5106.6106 Ha